1.
14
Properties=species:S:1:pos:R:3:mulliken_charge:R:1 method="wB97M-V/def2-TZVPD" max_force_ha_per_bohr=0.0516 e_tot_ha=-1044.690697 relative_energy_kcal_mol=132.8 total_charge=0 e_homo_ev="-8.0137 / -8.2805"
C 0.36280 1.19171 0.00561 -0.378
C 0.37648 0.40676 -1.27520 -0.796
C -0.50794 -1.65773 0.07162 -0.579
N 0.65189 0.35468 1.07801 -0.325
O -2.26500 -0.06457 -1.04694 -0.600
S -0.00123 0.75911 2.59318 -0.115
S -1.03761 -0.78410 -1.36778 0.439
H 1.29590 1.78084 0.01565 0.322
H -0.46176 1.87193 0.05835 0.483
H 0.27498 1.07949 -2.12339 0.379
H 1.18408 -0.33332 -1.53910 0.374
H 0.39410 -2.07960 -0.42337 0.264
H -1.02412 -2.29716 0.83113 0.364
H 0.75743 -0.22804 3.12223 0.168


2.
14
Properties=species:S:1:pos:R:3:mulliken_charge:R:1 method="wB97M-V/def2-TZVPD" max_force_ha_per_bohr=0.1011 e_tot_ha=-1044.838062 relative_energy_kcal_mol=40.4 total_charge=0 smiles="O=CNCCSS" e_homo_ev=-9.1486
O -2.91407 2.05410 1.00153 -0.510
C -1.93994 1.40843 0.81250 0.155
N -1.02106 1.63365 -0.20407 -0.131
C 0.32264 1.62693 0.29350 -0.747
C 1.31595 0.59204 -0.25185 -0.667
S 0.64284 -1.19612 0.48553 -0.086
S 1.09181 -2.25637 -1.22679 -0.220
H -1.52828 0.61689 1.61219 0.253
H -1.32145 2.32004 -0.86882 0.256
H 0.42121 1.70496 1.35285 0.464
H 0.85719 2.64178 -0.02684 0.293
H 1.38296 0.42480 -1.29331 0.468
H 2.42952 0.61839 0.15028 0.306
H 2.27241 -2.71982 -0.77484 0.165